Formula: C52H127N9O12
Source: the OMol25 dataset
Level of theory: the ωB97M-V functional and the def2-TZVPD basis

Last columns: bonded neighbours and bond lengths (Å).
CARTESIAN COORDINATES (ANGSTROEM)
1 C 6.2927 -4.5865 3.2866  C2 1.538, H7 1.090, H8 1.090, H9 1.090
2 C 5.7093 -5.8897 3.8579  C1 1.538, C3 1.541, N6 1.485, H10 1.090
3 C 5.3936 -5.6433 5.3456  C2 1.541, O4 1.394, H11 1.090, H12 1.090
4 O 4.9962 -6.8644 5.8868  C3 1.394, C5 1.474
5 C 4.3874 -7.0067 7.2219  O4 1.474, H13 1.090, H14 1.090, H15 1.090
6 N 4.3783 -5.9924 3.2070  C2 1.485, H16 1.010, H17 1.010
7 H 5.6694 -3.7043 3.1403  C1 1.090
8 H 6.6951 -4.8297 2.3033  C1 1.090
9 H 7.1234 -4.1118 3.8087  C1 1.090
10 H 6.2250 -6.8457 3.7673  C2 1.090
11 H 4.6400 -4.9189 5.6544  C3 1.090
12 H 6.2989 -5.2816 5.8330  C3 1.090
13 H 5.0247 -7.6454 7.8335  C5 1.090
14 H 3.3751 -7.4093 7.1862  C5 1.090
15 H 4.4428 -6.0926 7.8131  C5 1.090
16 H 3.6789 -6.4458 3.7774  N6 1.010
17 H 4.0408 -5.1027 2.8684  N6 1.010
18 C -1.7329 -4.9944 -6.2938  C19 1.515, H24 1.090, H25 1.090, H26 1.090
19 C -2.0906 -6.4021 -5.8627  C18 1.515, C20 1.500, N23 1.403, H27 1.090
20 C -0.8871 -7.2698 -5.6419  C19 1.500, O21 1.398, H28 1.090, H29 1.090
21 O 0.1025 -6.7467 -4.8044  C20 1.398, C22 1.435
22 C 1.3142 -6.4199 -5.4998  O21 1.435, H30 1.090, H31 1.090, H32 1.090
23 N -2.9038 -6.2563 -4.7285  C19 1.403, H33 1.010, H34 1.010
24 H -2.4226 -4.2555 -5.8860  C18 1.090
25 H -1.6134 -4.8757 -7.3707  C18 1.090
26 H -0.7825 -4.6817 -5.8614  C18 1.090
27 H -2.6280 -6.9697 -6.6224  C19 1.090
28 H -0.4195 -7.7833 -6.4819  C20 1.090
29 H -1.2646 -8.0434 -4.9732  C20 1.090
30 H 1.2656 -5.5364 -6.1363  C22 1.090
31 H 1.5056 -7.2846 -6.1352  C22 1.090
32 H 2.2518 -6.2536 -4.9695  C22 1.090
33 H -2.2034 -5.8017 -4.1602  N23 1.010
34 H -3.2047 -7.1495 -4.3655  N23 1.010
35 C 4.2843 3.9783 7.8573  C36 1.561, H41 1.090, H42 1.090, H43 1.090
36 C 5.5224 3.0318 7.9468  C35 1.561, C37 1.464, N40 1.421, H44 1.090
37 C 5.8014 2.2411 6.7466  C36 1.464, O38 1.433, H45 1.090, H46 1.090
38 O 6.2374 3.1988 5.7739  C37 1.433, C39 1.477
39 C 6.9147 2.5874 4.6119  O38 1.477, H47 1.090, H48 1.090, H49 1.090
40 N 6.6489 3.8255 8.2938  C36 1.421, H50 1.010, H51 1.010
41 H 3.3368 3.4993 7.6106  C35 1.090
42 H 4.4930 4.4789 6.9118  C35 1.090
43 H 4.1722 4.6178 8.7328  C35 1.090
44 H 5.3836 2.4251 8.8417  C36 1.090
45 H 4.9514 1.7321 6.2922  C37 1.090
46 H 6.6334 1.5829 6.9967  C37 1.090
47 H 7.9123 2.2100 4.8365  C39 1.090
48 H 7.0934 3.3640 3.8681  C39 1.090
49 H 6.4507 1.7641 4.0688  C39 1.090
50 H 7.1441 4.1144 7.4623  N40 1.010
51 H 6.2351 4.6786 8.6419  N40 1.010
52 C -3.9943 5.9164 -2.4245  C53 1.524, H58 1.090, H59 1.090, H60 1.090
53 C -4.1484 7.1331 -3.3291  C52 1.524, C54 1.558, N57 1.415, H61 1.090
54 C -2.9678 7.1618 -4.3446  C53 1.558, O55 1.432, H62 1.090, H63 1.090
55 O -3.0143 8.2261 -5.3023  C54 1.432, C56 1.452
56 C -2.6764 9.5986 -4.9680  O55 1.452, H64 1.090, H65 1.090, H66 1.090
57 N -5.3599 6.9899 -4.0465  C53 1.415, H67 1.010, H68 1.010
58 H -3.5188 5.0926 -2.9568  C52 1.090
59 H -4.8944 5.4822 -1.9894  C52 1.090
60 H -3.2800 6.1299 -1.6293  C52 1.090
61 H -4.0856 8.0934 -2.8173  C53 1.090
62 H -3.0683 6.2353 -4.9099  C54 1.090
63 H -1.9725 7.2461 -3.9082  C54 1.090
64 H -1.7000 9.7025 -4.4948  C56 1.090
65 H -3.4031 10.0621 -4.3009  C56 1.090
66 H -2.5927 10.2607 -5.8298  C56 1.090
67 H -5.1919 6.6019 -4.9637  N57 1.010
68 H -5.5704 7.9306 -4.3478  N57 1.010
69 C 2.7369 -0.2411 -11.4125  O70 1.412, H78 1.090, H79 1.090, H80 1.090
70 O 2.7639 0.6753 -10.3390  C69 1.412, C71 1.425
71 C 4.0552 1.1631 -9.9848  O70 1.425, C72 1.557, H81 1.090, H82 1.090
72 C 4.0073 2.6891 -9.6774  C71 1.557, N73 1.470, H83 1.090, H84 1.090
73 N 4.2113 3.1315 -8.2906  C72 1.470, C74 1.496, H85 1.010
74 C 2.9904 2.6510 -7.5715  N73 1.496, C75 1.497, H86 1.090, H87 1.090
75 C 3.0580 3.2894 -6.2197  C74 1.497, O76 1.451, H88 1.090, H89 1.090
76 O 2.7008 4.6954 -6.2445  C75 1.451, C77 1.429
77 C 3.7744 5.6063 -6.4882  O76 1.429, H90 1.090, H91 1.090, H92 1.090
78 H 3.1678 -1.1692 -11.0371  C69 1.090
79 H 3.2292 0.0791 -12.3307  C69 1.090
80 H 1.7087 -0.5587 -11.5859  C69 1.090
81 H 4.7766 1.0338 -10.7916  C71 1.090
82 H 4.4296 0.5361 -9.1756  C71 1.090
83 H 3.0055 2.9564 -10.0137  C72 1.090
84 H 4.7414 3.2062 -10.2953  C72 1.090
85 H 4.6838 4.0026 -8.0958  N73 1.010
86 H 3.0492 1.5918 -7.3212  C74 1.090
87 H 2.0772 2.8954 -8.1141  C74 1.090
88 H 3.9068 3.1110 -5.5595  C75 1.090
89 H 2.2645 2.9192 -5.5705  C75 1.090
90 H 3.9146 5.8611 -7.5387  C77 1.090
91 H 4.7801 5.2653 -6.2425  C77 1.090
92 H 3.6628 6.5617 -5.9755  C77 1.090
93 C -6.5783 -0.6298 9.3036  O94 1.424, H102 1.090, H103 1.090, H104 1.090
94 O -6.9261 -1.9294 8.8375  C93 1.424, C95 1.398
95 C -7.0436 -2.8957 9.8411  O94 1.398, C96 1.518, H105 1.090, H106 1.090
96 C -7.0317 -4.3973 9.6227  C95 1.518, N97 1.436, H107 1.090, H108 1.090
97 N -7.7320 -4.6187 8.3883  C96 1.436, C98 1.478, H109 1.010
98 C -8.2733 -5.9369 7.9963  N97 1.478, C99 1.547, H110 1.090, H111 1.090
99 C -9.4971 -6.3650 8.8399  C98 1.547, O100 1.387, H112 1.090, H113 1.090
100 O -10.5677 -5.4971 8.6859  C99 1.387, C101 1.467
101 C -11.5068 -5.7274 9.7895  O100 1.467, H114 1.090, H115 1.090, H116 1.090
102 H -7.1976 -0.2944 10.1356  C93 1.090
103 H -6.6284 0.0243 8.4331  C93 1.090
104 H -5.5627 -0.4368 9.6492  C93 1.090
105 H -7.8986 -2.7424 10.4996  C95 1.090
106 H -6.3051 -2.8098 10.6381  C95 1.090
107 H -7.4262 -4.9031 10.5040  C96 1.090
108 H -6.0175 -4.7355 9.4103  C96 1.090
109 H -7.8364 -3.8616 7.7279  N97 1.010
110 H -7.5614 -6.7593 8.0678  C98 1.090
111 H -8.5433 -5.9443 6.9403  C98 1.090
112 H -9.1101 -6.3202 9.8578  C99 1.090
113 H -9.6622 -7.4067 8.5646  C99 1.090
114 H -11.8582 -6.7591 9.8077  C101 1.090
115 H -12.3072 -5.0106 9.6058  C101 1.090
116 H -11.0347 -5.6288 10.7671  C101 1.090
117 C -11.7956 10.3343 3.7411  O118 1.484, H126 1.090, H127 1.090, H128 1.090
118 O -11.9588 9.4657 2.5492  C117 1.484, C119 1.417
119 C -12.7822 8.3210 2.6888  O118 1.417, C120 1.584, H129 1.090, H130 1.090
120 C -12.8042 7.5250 1.3199  C119 1.584, N121 1.420, H131 1.090, H132 1.090
121 N -11.7491 6.6066 1.0761  C120 1.420, C122 1.454, H133 1.010
122 C -11.5149 5.4662 1.9476  N121 1.454, C123 1.456, H134 1.090, H135 1.090
123 C -10.4428 4.5058 1.7284  C122 1.456, O124 1.379, H136 1.090, H137 1.090
124 O -10.4326 3.7495 2.8811  C123 1.379, C125 1.481
125 C -9.1375 3.0927 3.1722  O124 1.481, H138 1.090, H139 1.090, H140 1.090
126 H -11.0244 9.8633 4.3507  C117 1.090
127 H -12.7096 10.4875 4.3149  C117 1.090
128 H -11.2608 11.2702 3.5790  C117 1.090
129 H -13.7640 8.7236 2.9378  C119 1.090
130 H -12.6281 7.6598 3.5416  C119 1.090
131 H -12.9359 8.0847 0.3939  C120 1.090
132 H -13.6377 6.8237 1.3609  C120 1.090
133 H -10.9542 7.2262 1.1414  N121 1.010
134 H -12.4724 4.9455 1.9373  C122 1.090
135 H -11.5315 5.8774 2.9569  C122 1.090
136 H -9.4349 4.9128 1.6479  C123 1.090
137 H -10.7324 3.7807 0.9678  C123 1.090
138 H -8.5066 3.6300 3.8803  C125 1.090
139 H -8.5433 3.0103 2.2621  C125 1.090
140 H -9.2779 2.0935 3.5844  C125 1.090
141 C -0.8712 -0.1776 -0.4990  C142 1.587, H152 1.090, H153 1.090, H154 1.090
142 C 0.1699 -0.7810 0.5355  C141 1.587, C143 1.543, N147 1.515, C151 1.530
143 C 0.8784 0.3582 1.2987  C142 1.543, C144 1.474, H155 1.090, H156 1.090
144 C 0.1829 0.9254 2.4682  C143 1.474, C145 1.519, H157 1.090, H158 1.090
145 C -0.0088 -0.1791 3.4934  C144 1.519, C146 1.500, H159 1.090, H160 1.090
146 C -0.8502 -1.2566 2.8767  C145 1.500, N147 1.500, C149 1.638, C150 1.528
147 N -0.2888 -1.7729 1.5850  C142 1.515, C146 1.500, O148 1.438
148 O -1.1356 -2.7234 0.9170  N147 1.438, H170 0.960
149 C -0.8700 -2.5599 3.8680  C146 1.638, H161 1.090, H162 1.090, H163 1.090
150 C -2.3115 -0.8540 2.6831  C146 1.528, H164 1.090, H165 1.090, H166 1.090
151 C 1.3472 -1.4804 -0.1473  C142 1.530, H167 1.090, H168 1.090, H169 1.090
152 H -1.3374 0.7736 -0.2425  C141 1.090
153 H -1.6989 -0.8787 -0.6061  C141 1.090
154 H -0.4289 -0.1861 -1.4952  C141 1.090
155 H 1.8520 -0.0572 1.5591  C143 1.090
156 H 0.9251 1.1013 0.5027  C143 1.090
157 H -0.7287 1.4144 2.1247  C144 1.090
158 H 0.7333 1.7531 2.9155  C144 1.090
159 H -0.5705 0.3573 4.2583  C145 1.090
160 H 0.9742 -0.4540 3.8757  C145 1.090
161 H -1.2534 -3.4226 3.3231  C149 1.090
162 H 0.1259 -2.8417 4.2099  C149 1.090
163 H -1.5419 -2.4179 4.7145  C149 1.090
164 H -2.8797 -1.7718 2.8342  C150 1.090
165 H -2.6606 -0.2610 3.5283  C150 1.090
166 H -2.5207 -0.3054 1.7647  C150 1.090
167 H 1.9373 -1.9854 0.6175  C151 1.090
168 H 1.8835 -0.7526 -0.7562  C151 1.090
169 H 0.9379 -2.2525 -0.7988  C151 1.090
170 H -0.5806 -3.3840 0.4960  O148 0.960
171 C 12.1174 -1.2024 -6.1474  C172 1.575, H182 1.090, H183 1.090, H184 1.090
172 C 10.7436 -1.9723 -6.1189  C171 1.575, C173 1.564, N177 1.505, C181 1.623
173 C 11.1426 -3.3865 -5.5847  C172 1.564, C174 1.552, H185 1.090, H186 1.090
174 C 9.8985 -4.2430 -5.2268  C173 1.552, C175 1.540, H187 1.090, H188 1.090
175 C 9.1699 -3.3904 -4.1709  C174 1.540, C176 1.556, H189 1.090, H190 1.090
176 C 8.5772 -2.0559 -4.7073  C175 1.556, N177 1.494, C179 1.509, C180 1.566
177 N 9.6520 -1.2569 -5.3694  C172 1.505, C176 1.494, O178 1.400
178 O 9.3584 0.0619 -5.7347  N177 1.400, H200 0.960
179 C 7.3646 -2.4218 -5.5275  C176 1.509, H191 1.090, H192 1.090, H193 1.090
180 C 8.0881 -1.2778 -3.4394  C176 1.566, H194 1.090, H195 1.090, H196 1.090
181 C 10.1186 -2.1258 -7.6085  C172 1.623, H197 1.090, H198 1.090, H199 1.090
182 H 12.3380 -0.9359 -5.1138  C171 1.090
183 H 12.0268 -0.3146 -6.7734  C171 1.090
184 H 13.0058 -1.7644 -6.4354  C171 1.090
185 H 11.7968 -4.0145 -6.1895  C173 1.090
186 H 11.7914 -3.3523 -4.7095  C173 1.090
187 H 10.3255 -5.0301 -4.6053  C174 1.090
188 H 9.2538 -4.5172 -6.0618  C174 1.090
189 H 9.8973 -3.2212 -3.3770  C175 1.090
190 H 8.3949 -4.1147 -3.9201  C175 1.090
191 H 6.7077 -2.8715 -4.7829  C179 1.090
192 H 6.8442 -1.5654 -5.9563  C179 1.090
193 H 7.5495 -3.2080 -6.2595  C179 1.090
194 H 7.4721 -0.4088 -3.6706  C180 1.090
195 H 7.3667 -1.9204 -2.9346  C180 1.090
196 H 8.9144 -0.8198 -2.8959  C180 1.090
197 H 10.7665 -2.6968 -8.2735  C181 1.090
198 H 10.0134 -1.1392 -8.0597  C181 1.090
199 H 9.1475 -2.6101 -7.7110  C181 1.090
200 H 8.7520 -0.0721 -6.4668  O178 0.960

Properties
E_LUMO	0.14	eV
energy	-93946.109	eV
frontier orbital gap	8.026	eV
SMILES string	CC1(C)CCCC(C)(C)N1O.CC1(C)CCCC(C)(C)N1O.COC[C@H](C)N.COC[C@H](C)N.COC[C@H](C)N.COC[C@H](C)N.COCCNCCOC.COCCNCCOC.COCCNCCOC
energy relative to the best compared isomer or geometry (same formula, charge and spin)	7.489	eV